Molecular formula: C39H51AlN2O9Se
Method: DFT, wB97M-V/def2-TZVPD

Cartesian coordinates (Å):
H: -2.63 5.49 1.14
H: 1.41 -3.65 4.84
H: 4.98 -3.08 3.86
H: -1.35 6.56 1.71
H: -2.85 -6.18 2.36
C: 0.84 -0.60 2.25
H: -1.22 2.83 1.99
H: -1.94 -0.06 -4.36
H: -4.11 0.55 -3.28
H: 2.61 -4.58 1.42
O: -0.71 6.65 -6.73
H: -2.11 4.97 -5.78
H: 2.79 -4.70 5.15
O: 1.10 7.11 -5.65
H: 5.60 0.10 2.68
O: -3.78 3.09 -3.18
H: -2.05 -2.67 2.45
H: -0.89 -1.30 -3.66
H: 4.49 -1.60 2.14
H: 4.83 -3.76 2.24
C: 5.15 1.02 2.31
C: 1.23 -1.77 2.87
H: -0.50 4.99 -0.02
C: 4.46 -3.81 3.26
H: 5.95 1.70 2.02
Al: -0.12 1.88 -0.26
H: -1.04 0.28 -2.88
H: 0.49 -2.33 3.42
Se: -0.99 -0.03 2.42
H: 3.14 2.08 -0.27
C: -1.69 5.53 1.68
C: -1.67 -1.16 1.02
N: -3.07 3.24 -4.16
C: -2.11 -2.42 1.40
H: -4.41 -2.38 -3.01
C: 2.94 -3.57 3.31
C: -0.95 3.51 -2.85
H: 1.54 5.75 -3.67
O: -1.14 0.46 -0.60
C: 2.25 -4.63 2.44
O: 1.13 2.83 -1.13
H: -4.84 -5.89 0.89
C: 3.78 2.14 0.61
H: -2.60 -5.48 -1.23
O: 2.27 4.67 -1.60
H: -5.03 -4.17 1.29
C: 0.30 4.24 -2.84
O: 1.20 1.12 0.70
C: 0.61 5.20 -3.77
C: -1.68 -0.68 -0.30
H: 4.69 -4.80 3.65
H: 5.84 0.73 -0.33
C: 3.07 -0.13 1.56
H: -2.52 -6.72 0.02
C: -2.73 -2.80 -0.84
H: 1.10 5.72 1.69
O: -3.41 2.92 -5.30
C: -2.76 -1.01 -2.61
C: -1.14 3.18 0.96
H: -2.18 3.20 0.60
H: -3.18 -3.45 -1.58
H: 2.93 -2.95 5.38
H: -1.55 -4.99 2.34
C: -2.61 -5.13 2.19
H: -3.23 0.95 -1.82
H: 4.66 2.73 0.35
C: 2.49 -3.73 4.76
H: -3.15 -4.53 2.92
C: -3.48 -2.05 -3.47
C: 4.22 0.77 1.10
H: -1.22 -5.53 -0.15
C: -3.73 0.15 -2.35
C: -4.53 -4.87 0.63
H: 2.44 -5.64 2.83
H: -1.86 5.19 2.70
H: 3.23 2.67 1.38
H: -4.85 -4.66 -0.39
C: 3.44 -1.33 2.16
C: 5.02 0.09 -0.03
C: -1.44 4.75 -4.96
H: 5.43 -0.87 0.29
C: -1.80 3.84 -3.99
H: -4.57 -0.19 -1.74
C: -2.59 -3.30 0.45
H: 4.37 -0.07 -0.88
C: 2.55 -2.20 2.77
C: -2.35 -1.53 -1.24
C: 1.70 0.19 1.45
C: -2.30 -5.68 -0.21
N: 0.06 6.46 -5.79
O: -1.28 2.67 -2.01
H: -3.73 -1.59 -4.43
C: -0.65 4.62 1.00
C: -3.01 -4.73 0.77
H: 1.18 -4.46 2.43
C: -1.57 -0.49 -3.43
C: 0.69 4.70 1.72
C: 1.32 3.92 -1.77
H: 0.58 4.41 2.77
H: 4.58 1.47 3.12
H: 1.39 4.03 1.24
C: -0.25 5.47 -4.85
H: -2.85 -2.91 -3.67

Summary:
energy relative to the best compared isomer or geometry (same formula, charge and spin): 95.3 kJ/mol
Kohn-Sham gap: 6.70 eV
2S+1: 1
HOMO level: -2.90 eV
total charge: -2

=====

Molecular formula: C39H51BN6O3P2Ti
Method: DFT, wB97M-V/def2-TZVPD

Cartesian coordinates (Å):
C: 2.35 5.60 1.69
C: 1.47 -4.62 1.77
C: -2.02 2.23 2.81
N: -3.03 -0.09 0.18
C: 2.62 -5.33 1.47
H: -2.56 3.54 -3.25
H: 3.42 -0.72 -3.55
Ti: -0.25 0.18 -0.45
H: 3.58 -1.94 2.68
C: 4.29 0.16 0.67
C: -2.10 2.58 -3.00
C: 3.99 0.72 -0.75
H: 3.59 -1.72 -2.09
C: -3.19 2.17 3.72
C: -3.58 -0.72 -4.35
H: -2.90 1.85 -2.92
O: 0.23 -1.39 -1.40
C: -0.86 -3.12 2.63
C: -0.16 2.81 1.73
C: 1.21 -3.36 1.21
C: 1.78 3.33 0.23
P: 2.35 0.34 -1.61
C: 3.62 1.74 2.91
H: -6.40 -0.20 0.14
H: -4.13 2.13 3.16
C: -2.98 -0.42 -1.98
H: 4.61 1.51 3.29
C: 3.12 5.30 0.58
H: 3.42 3.93 -1.02
H: -1.35 4.86 -1.85
N: -1.57 -1.18 1.91
H: -0.46 -0.32 -3.14
H: 1.86 1.29 -3.77
H: -5.48 0.78 1.29
H: 2.79 -6.29 1.94
C: 0.99 3.63 1.34
H: 0.76 -5.07 2.45
H: 4.02 -3.17 -0.69
H: 4.55 -0.90 0.60
H: 4.54 -0.70 3.50
P: 2.94 0.32 1.93
C: -1.06 3.21 2.75
H: 1.98 -1.89 -0.13
H: 2.86 -0.99 3.99
H: 2.57 6.49 2.27
C: 2.91 -1.09 -2.65
H: -5.49 -0.98 1.44
H: -0.79 -4.04 3.18
N: -2.21 -0.18 -0.89
C: -1.85 -2.18 2.77
C: 3.30 -3.57 0.01
H: 2.05 -1.69 -2.93
C: 3.55 -4.81 0.59
H: 2.08 2.58 -2.58
C: -1.29 2.71 -1.70
H: 4.04 1.81 -0.69
C: -5.48 -0.16 0.73
H: -3.15 1.30 4.37
C: 2.47 1.63 -2.93
H: 0.08 -0.54 -5.51
H: -2.95 -3.12 4.30
C: -1.96 -0.74 -6.13
C: -0.60 4.07 -1.76
O: -0.38 1.65 -1.50
N: -1.71 1.31 1.87
B: -2.50 0.01 1.62
H: -1.02 4.09 3.35
H: 5.17 0.69 1.06
C: 0.02 -2.62 1.64
O: -0.65 -2.38 -1.30
C: -2.58 -0.56 -3.39
C: -4.31 -0.24 -0.19
H: -3.96 -2.27 3.13
C: -1.26 -0.48 -3.84
H: 1.52 2.46 -0.36
C: 1.30 4.78 2.07
H: -0.01 4.27 -0.87
C: 2.16 -2.86 0.32
H: 3.66 2.65 2.32
H: 4.78 0.38 -1.43
H: -1.44 2.28 -3.82
H: 3.51 1.75 -3.26
C: -3.02 -2.23 3.69
H: -1.72 -0.82 -7.18
C: 3.55 -0.95 3.14
H: -3.05 -1.36 4.34
C: -0.95 -0.58 -5.19
H: -4.61 -0.79 -4.06
H: -2.02 2.74 -0.87
C: -4.32 -0.45 -1.55
C: 2.82 4.16 -0.15
H: 0.73 5.05 2.94
H: 0.06 4.11 -2.63
H: 3.94 5.94 0.29
H: -4.08 -0.90 -6.42
C: -3.27 -0.80 -5.70
H: -3.20 3.07 4.34
H: -3.42 -0.02 2.36
N: -0.58 1.64 1.21
H: 2.95 1.91 3.76
N: -0.43 -1.42 1.23
H: 4.45 -5.36 0.35
H: -5.20 -0.60 -2.15

Summary:
energy relative to the best compared isomer or geometry (same formula, charge and spin): 90.8 kJ/mol
Kohn-Sham gap (alpha / beta): 7.64 / 8.18 eV
2S+1: 3
HOMO level (alpha / beta): -7.07 / -7.83 eV
total charge: 0

=====

Molecular formula: C39H51Br81O4Si
Method: DFT, wB97M-V/def2-TZVPD

Cartesian coordinates (Å):
H: -6.97 -1.48 1.29
Br: 9.13 -11.33 -8.36
Br: -6.43 5.00 2.23
H: 4.73 0.20 -0.01
C: -7.14 4.03 3.74
Br: 1.07 -1.30 -5.80
Br: -13.59 9.56 4.65
H: 4.72 -10.95 -0.47
C: 7.32 3.39 -2.46
Br: -4.61 7.53 4.92
C: -6.28 -8.85 1.36
Br: 7.42 -11.49 -5.66
Br: -4.83 -7.50 -1.57
C: -4.85 -6.20 -0.15
C: 8.12 -12.46 -7.17
Br: 1.21 -3.74 1.62
H: 1.92 0.55 -2.79
Br: -13.81 6.94 2.84
Br: 3.10 -9.08 -0.55
Br: 10.31 -1.85 -6.16
Br: 8.05 -6.48 -8.39
Br: -15.80 -7.34 8.17
C: 9.61 -7.32 -7.62
H: 1.05 2.57 -1.31
Br: 5.70 -4.65 -3.13
Br: 2.87 -1.75 3.50
Br: -4.51 -2.50 1.50
H: 10.09 3.61 0.43
Br: 6.21 -9.14 -1.24
C: -10.19 -5.01 5.78
Br: 8.31 3.15 2.07
Br: 7.18 10.36 -0.27
C: 1.16 -2.57 3.15
H: -14.09 -5.59 7.79
Br: -6.35 -4.99 -0.27
Br: -9.06 4.20 3.87
H: -8.37 7.11 -0.10
H: 7.45 1.53 -5.72
C: 3.69 -0.10 0.18
C: -1.33 2.89 -10.99
H: 0.29 1.00 -1.33
H: 3.74 -1.05 0.73
C: 2.38 0.90 -1.84
Br: -6.97 2.97 8.80
Br: 7.29 -2.30 -7.15
H: 7.11 -0.19 -6.21
Br: 4.69 -5.33 -0.18
C: 4.80 -9.91 -0.18
C: 5.85 8.43 6.01
C: 10.21 0.39 -9.48
Br: 8.46 -4.05 -4.74
H: 5.56 3.28 -4.95
H: -6.59 -9.52 2.15
H: 1.18 -1.14 -0.23
H: 9.95 -8.07 -8.31
Br: -10.10 7.60 -1.80
Br: -6.64 5.68 10.46
Br: -6.63 2.17 3.71
H: 3.62 0.89 -5.12
Br: -1.12 0.24 -7.55
C: -6.23 3.80 10.38
Br: -8.94 -3.70 5.12
O: 4.76 1.74 -2.01
Br: 8.87 14.07 6.35
H: 4.62 3.91 -3.65
H: 10.61 12.84 5.08
H: 8.81 -13.20 -6.78
Br: 11.07 -6.06 -7.40
Br: -9.99 1.96 6.76
Br: 4.64 9.88 6.41
Br: -6.84 -0.79 -1.08
C: 6.28 -1.04 -2.95
O: 6.90 2.09 -2.53
Br: -7.16 6.70 6.65
Br: -11.26 7.38 4.69
Br: 11.48 3.15 2.43
C: 0.74 0.11 -7.07
Br: -12.30 4.16 6.63
Br: -1.40 4.36 -12.23
Br: -15.51 -5.22 5.80
C: -7.72 -1.15 0.60
H: 1.44 -1.66 -1.96
Br: -3.26 -4.06 5.02
C: 4.28 -5.39 -2.06
Br: -4.34 3.47 10.55
C: -15.16 -5.59 7.66
H: 5.49 -1.80 -3.09
C: -9.45 7.10 -0.05
O: 8.15 3.81 -1.74
Br: -9.00 -2.59 0.43
Br: 6.69 8.65 4.29
H: 6.16 -0.70 -1.91
H: -11.21 -3.16 1.87
H: 1.39 1.42 0.06
H: 3.76 -0.79 -1.87
Br: 9.20 -8.22 -5.96
C: -13.15 7.69 4.49
H: 3.69 -0.79 -4.45
C: 8.87 -3.12 -6.39
H: 8.19 0.12 -4.84
C: 8.94 9.63 -0.01
Br: -6.22 -9.89 -0.26
Br: 1.43 1.81 -6.45
C: -4.47 -1.44 3.11
C: -1.92 -5.45 5.10
Br: 9.46 9.68 1.84
Br: 0.44 2.13 -10.87
C: 9.98 3.89 1.47
Br: 11.46 1.74 -10.07
Br: -9.99 5.31 0.43
H: 0.93 -3.20 4.00
C: -12.06 -2.78 2.42
Br: 9.03 13.35 3.24
H: -1.58 3.28 -10.01
H: 4.18 -6.43 -2.33
H: 2.38 -2.38 -0.68
Br: -3.18 -5.23 -0.03
C: 1.21 1.52 -1.02
O: 6.64 4.10 -3.41
H: -13.65 7.17 5.30
H: -6.71 3.34 11.24
Br: -0.19 -4.73 5.55
Br: -9.97 8.36 1.31
C: 4.21 -0.03 -5.05
Br: -12.54 1.44 4.95
H: 8.90 8.59 -0.31
Br: 10.25 10.49 -1.14
Br: 6.74 -13.42 -8.10
H: -2.22 -6.11 5.90
H: 6.63 8.46 6.76
Br: -0.25 -1.26 2.98
Br: -11.96 -0.85 2.33
Br: -7.57 -7.42 1.26
Br: -13.65 -3.45 1.57
C: 9.53 12.82 5.03
H: 7.25 -1.50 -3.14
Br: 5.22 -9.87 1.70
H: 3.19 0.66 0.79
Br: -10.68 -6.29 4.42
Br: -15.87 -4.21 8.81
C: 3.38 2.04 -2.24
H: 3.15 2.91 -1.60
C: 5.58 1.96 -3.14
Br: 8.98 11.01 5.43
Br: -11.74 -4.18 6.57
H: -9.69 -5.56 6.57
H: 9.21 -3.87 -7.09
Br: -1.87 -6.47 3.47
C: -11.88 2.27 6.55
H: 1.29 -0.13 -7.97
H: 3.15 2.34 -3.27
C: 1.92 -1.44 -0.99
Br: -8.51 0.44 1.35
Br: 4.98 6.71 6.17
C: -5.24 6.59 6.48
Br: 9.97 5.82 1.54
H: -4.81 7.09 7.34
H: -3.97 -2.04 3.85
Si: 5.84 0.35 -4.16
C: 7.30 0.51 -5.36
H: -6.71 4.47 4.63
C: 3.01 -0.35 -1.20
H: -4.97 -6.74 0.78
Br: 8.71 1.17 -8.55
Br: -11.89 -3.41 4.24
Br: -4.63 4.76 6.51
H: 4.42 -0.47 -6.03
Br: -3.46 0.19 2.92
H: -12.37 1.80 7.39
Br: -6.26 -1.10 3.76
C: 5.53 3.33 -3.85
H: 10.74 -0.23 -8.76
Br: 2.59 -4.53 -2.46
Br: -4.53 -8.18 1.85
Br: 9.64 -0.75 -10.92
Br: -2.65 1.54 -11.40

Summary:
Kohn-Sham gap: 8.78 eV
2S+1: 1
HOMO level: -9.49 eV
total charge: 0

=====

What is the 2S+1 in the second record? 3